Entry from the OMol25 dataset: a cluster of 2 separate species, C2H2N2O2 in total (ωB97M-V/def2-TZVPD).

Calculated values
ΔE to the lowest compared entry with this formula, charge and spin	470.1	kJ/mol
calculated total energy	-337.24536	hartree
HOMO	-10.66	eV
gap between HOMO and LUMO	10.08	eV

Last columns: bonded neighbours and bond lengths (Å).
Atoms and positions in Å:
1 C 0.7711 -0.4154 0.0131  N5 1.487, N6 1.297, O7 1.274
2 C -1.2028 0.3799 -0.1802  H4 1.144, N5 1.313, O8 1.195
3 H 2.0786 0.7522 0.5975  no bonds
4 H -2.2090 0.9121 -0.0651  C2 1.144
5 N 0.0120 0.8614 -0.0530  C1 1.487, C2 1.313
6 N -0.1002 -1.3751 -0.0231  C1 1.297, O8 1.394
7 O 2.0188 -0.3173 -0.2238  C1 1.274
8 O -1.3685 -0.7978 -0.0653  C2 1.195, N6 1.394

Löwdin population analysis, charges in e, atoms 1 to 2:
1 C -0.56
2 C -0.35

***

Entry from the OMol25 dataset: a cluster of 2 separate species, C6H12N2O in total (ωB97M-V/def2-TZVPD).

Calculated values
ΔE to the lowest compared entry with this formula, charge and spin	93.8	kJ/mol
calculated total energy	-420.54816	hartree
HOMO	-8.71	eV
gap between HOMO and LUMO	9.61	eV

Last columns: bonded neighbours and bond lengths (Å).
Atoms and positions in Å:
1 C -0.2348 1.1376 -2.6377  C2 1.510, H7 1.084, H8 1.087, H9 1.085
2 C 0.2300 -0.1576 -2.0165  C1 1.510, C3 1.356, N6 1.364
3 C 1.4766 -0.6881 -1.9615  C2 1.356, N4 1.396, H10 1.074
4 N 1.3556 -1.7708 -1.0878  C3 1.396, C5 1.372, H11 0.996
5 C 0.0340 -1.8666 -0.7314  N4 1.372, N6 1.310, H12 1.075
6 N -0.6613 -0.9359 -1.3378  C2 1.364, C5 1.310
7 H 0.5826 1.8386 -2.7670  C1 1.084
8 H -0.9183 1.5848 -1.9211  C1 1.087
9 H -0.7627 0.8911 -3.5535  C1 1.085
10 H 2.3824 -0.6119 -2.5329  C3 1.074
11 H 2.0667 -2.4537 -0.9457  N4 0.996
12 H -0.3549 -2.5127 0.0351  C5 1.075
13 C -1.2882 0.0331 2.5826  C14 1.518, H16 1.093, H17 1.085, H18 1.092
14 C -0.0548 0.6756 1.9744  C13 1.518, O15 1.451, H19 1.095, H20 1.086
15 O 0.5249 1.7791 2.7178  C14 1.451, H21 0.961
16 H -1.1681 -0.0928 3.6613  C13 1.093
17 H -1.4734 -0.9332 2.1249  C13 1.085
18 H -2.1528 0.6920 2.4758  C13 1.092
19 H 0.8571 0.0721 2.0227  C14 1.095
20 H -0.2698 0.9228 0.9388  C14 1.086
21 H -0.1705 2.3966 2.9597  O15 0.961

Löwdin population analysis, charges in e, atoms 1 to 2:
1 C -0.04
2 C -0.38

***

Entry from the OMol25 dataset: a cluster of 4 separate species, C30H54BFINO12P in total (ωB97M-V/def2-TZVPD).

Calculated values
calculated total energy	-2896.52876	hartree
total charge	-1
HOMO	-4.62	eV
gap between HOMO and LUMO	6.75	eV

Last columns: bonded neighbours and bond lengths (Å).
Atoms and positions in Å:
1 C -4.7030 -2.0284 -2.0318  C2 1.660, H27 1.193, H28 1.179, H29 1.170
2 C -3.0583 -1.8778 -2.1957  C1 1.660, C3 1.639, H30 1.190, H31 1.172
3 C -2.5437 -0.9686 -0.9328  C2 1.639, C4 1.642, H32 1.191, H33 1.188
4 C -1.5177 -1.7280 0.0993  C3 1.642, C5 1.632, O9 1.501, C23 1.634
5 C -2.1293 -3.1520 0.6115  C4 1.632, C6 1.634, H34 1.193, H35 1.190
6 C -1.1351 -4.4439 0.4964  C5 1.634, C7 1.672, I8 2.208, H36 1.169
7 C -2.0535 -5.7703 0.0563  C6 1.672, H37 1.171, H38 1.171, H39 1.194
8 I -0.4143 -4.8935 2.5349  C6 2.208
9 O -1.4668 -0.7745 1.2570  C4 1.501, B10 1.505
10 B -0.3451 0.2280 1.2073  O9 1.505, C11 1.667, C14 1.644, O22 1.506
11 C 0.8281 0.1225 2.3864  B10 1.667, C12 1.638, H40 1.183, H41 1.175
12 C 0.6227 -1.1293 3.4232  C11 1.638, O13 1.471, H42 1.172, H43 1.194
13 O -0.6503 -1.1312 4.1608  C12 1.471, H44 1.022
14 C -0.8673 1.7731 1.4137  B10 1.644, C15 1.638, H45 1.193, H46 1.179
15 C -1.6855 2.4118 0.1464  C14 1.638, C16 1.653, H47 1.189, H48 1.194
16 C -0.7286 2.9091 -1.1066  C15 1.653, C17 1.655, C21 1.670
17 C 0.6115 3.8107 -0.7442  C16 1.655, C18 1.647, H49 1.178
18 C 1.5833 4.3849 -1.9442  C17 1.647, C19 1.646, H50 1.172
19 C 1.2094 4.0738 -3.5167  C18 1.646, C20 1.648, H51 1.193
20 C -0.1101 3.1517 -3.8695  C19 1.648, C21 1.671, H52 1.175
21 C -1.1257 2.5485 -2.6882  C16 1.670, C20 1.671, H53 1.190
22 O 0.2795 -0.1541 -0.1088  B10 1.506, C23 1.501
23 C 0.0243 -1.5992 -0.4257  C4 1.634, O22 1.501, F24 1.480, P25 1.915
24 F 1.1355 -2.2472 0.3066  C23 1.480
25 P 0.4367 -1.9914 -2.2540  C23 1.915, N26 1.644, H54 1.458, H55 1.447
26 N -0.0651 -0.8040 -3.2745  P25 1.644, H56 1.064
27 H -4.9835 -1.9428 -0.8751  C1 1.193
28 H -5.2389 -1.1211 -2.5597  C1 1.179
29 H -5.0443 -3.0778 -2.4221  C1 1.170
30 H -2.9013 -1.2511 -3.1949  C2 1.190
31 H -2.4991 -2.9028 -2.2982  C2 1.172
32 H -1.9916 -0.0184 -1.3926  C3 1.191
33 H -3.4309 -0.5265 -0.2775  C3 1.188
34 H -2.4016 -3.0237 1.7657  C5 1.193
35 H -3.1545 -3.4652 0.0949  C5 1.190
36 H -0.2900 -4.3657 -0.3082  C6 1.169
37 H -2.8322 -6.0648 0.8796  C7 1.171
38 H -2.5125 -5.5002 -0.9863  C7 1.171
39 H -1.2576 -6.6512 -0.0701  C7 1.194
40 H 1.8508 -0.0598 1.8196  C11 1.183
41 H 0.9280 1.0973 3.0338  C11 1.175
42 H 0.8649 -2.1225 2.8498  C12 1.172
43 H 1.4791 -1.0194 4.2477  C12 1.194
44 H -1.2605 -1.8094 3.7012  O13 1.022
45 H -1.6297 1.7472 2.3314  C14 1.193
46 H -0.0242 2.5435 1.7078  C14 1.179
47 H -2.5906 1.7228 -0.1999  C15 1.189
48 H -2.2061 3.4052 0.5556  C15 1.194
49 H 0.8888 4.0657 0.3724  C17 1.178
50 H 2.5023 5.0407 -1.6309  C18 1.172
51 H 1.9283 4.5444 -4.3448  C19 1.193
52 H -0.3733 2.9416 -4.9953  C20 1.175
53 H -2.0857 1.9067 -2.9746  C21 1.190
54 H -0.1960 -3.2390 -2.6644  P25 1.458
55 H 1.8669 -2.1599 -2.3994  P25 1.447
56 H 0.7853 -0.4172 -3.7827  N26 1.064
57 C -1.9514 -5.2198 5.6753  C58 1.519, H64 1.095, H65 1.093, H66 1.094
58 C -2.8227 -5.2519 6.9187  C57 1.519, O59 1.433, H67 1.095, H68 1.096
59 O -3.9514 -6.1132 6.7276  C58 1.433, C60 1.357
60 C -3.7031 -7.4413 6.8499  O59 1.357, O61 1.221, O62 1.356
61 O -2.6244 -7.9489 7.1115  C60 1.221
62 O -4.8569 -8.1103 6.6039  C60 1.356, C63 1.426
63 C -4.7134 -9.5287 6.6112  O62 1.426, H69 1.094, H70 1.094, H71 1.093
64 H -2.5472 -4.9617 4.7937  C57 1.095
65 H -1.1450 -4.4901 5.7858  C57 1.093
66 H -1.5040 -6.1991 5.4796  C57 1.094
67 H -3.2174 -4.2482 7.1107  C58 1.095
68 H -2.2509 -5.5477 7.8063  C58 1.096
69 H -4.2401 -9.8765 7.5346  C63 1.094
70 H -4.1371 -9.8478 5.7373  C63 1.094
71 H -5.7111 -9.9712 6.5493  C63 1.093
72 C 1.3003 8.6174 -9.1757  C73 1.519, H79 1.095, H80 1.093, H81 1.094
73 C 1.0173 8.1118 -7.7719  C72 1.519, O74 1.433, H82 1.095, H83 1.096
74 O 0.5867 6.7457 -7.7997  C73 1.433, C75 1.357
75 C 1.5706 5.8235 -7.9489  O74 1.357, O76 1.221, O77 1.356
76 O 2.7643 6.0573 -8.0502  C75 1.221
77 O 0.9950 4.5964 -7.9934  C75 1.356, C78 1.426
78 C 1.9161 3.5364 -8.2395  O77 1.426, H84 1.094, H85 1.094, H86 1.093
79 H 0.4364 8.4500 -9.8272  C72 1.095
80 H 1.5350 9.6849 -9.1632  C72 1.093
81 H 2.1441 8.0854 -9.6257  C72 1.094
82 H 0.1989 8.6943 -7.3351  C73 1.095
83 H 1.8861 8.2347 -7.1144  C73 1.096
84 H 2.7496 3.5602 -7.5308  C78 1.094
85 H 2.2822 3.5947 -9.2692  C78 1.094
86 H 1.3853 2.5891 -8.1132  C78 1.093
87 C 7.2959 1.7905 4.2900  C88 1.519, H94 1.095, H95 1.093, H96 1.094
88 C 6.5469 3.0803 4.5762  C87 1.519, O89 1.433, H97 1.095, H98 1.096
89 O 5.9191 3.5788 3.3889  C88 1.433, C90 1.357
90 C 4.7603 2.9672 3.0371  O89 1.357, O91 1.221, O92 1.356
91 O 4.2184 2.0547 3.6400  C90 1.221
92 O 4.3215 3.5274 1.8826  C90 1.356, C93 1.426
93 C 3.1509 2.9109 1.3514  O92 1.426, H99 1.094, H100 1.094, H101 1.093
94 H 7.9935 1.9265 3.4571  C87 1.095
95 H 7.8535 1.4625 5.1712  C87 1.093
96 H 6.6090 0.9895 4.0003  C87 1.094
97 H 7.2572 3.8463 4.9060  C88 1.095
98 H 5.8143 2.9528 5.3819  C88 1.096
99 H 2.3530 2.8608 2.0986  C93 1.094
100 H 3.3948 1.9113 0.9784  C93 1.094
101 H 2.7984 3.5175 0.5130  C93 1.093

Löwdin population analysis, charges in e, atoms 1 to 2:
1 C -0.16
2 C -0.25

***

Q: Among the records above, which one has the highest HOMO?
A: C30H54BFINO12P